1.
Molecular formula: FeH21O11
Method: DFT, ωB97M-V with the def2-TZVPD basis set

Each line ends with the Löwdin charge.
Atoms and positions in Å:
1 H 1.583 1.555 -1.709  0.021
2 H -0.604 1.041 -2.121  0.065
3 H 0.237 3.828 0.937  0.085
4 O 2.787 -2.097 1.121  -0.031
5 H -1.029 1.794 1.428  0.033
6 H 2.829 0.695 0.079  0.039
7 H 3.948 1.446 -0.620  0.090
8 H -1.302 -3.612 0.303  0.135
9 H -0.060 0.797 4.214  0.020
10 H 0.221 -2.593 -2.599  0.133
11 Fe -1.536 -1.332 -1.077  1.111
12 H -2.116 0.963 -2.513  0.121
13 H 1.183 2.673 -2.672  0.086
14 O 0.017 -1.006 -0.175  -0.200
15 H 3.260 -2.342 0.315  0.051
16 O 0.943 1.771 -2.422  -0.043
17 H -3.586 -0.565 0.572  0.125
18 H -2.286 0.256 0.967  0.060
19 O -0.661 -2.187 -2.664  -0.026
20 H 0.392 -0.386 0.453  0.035
21 H -2.492 -3.900 -0.651  0.133
22 O -1.621 1.245 1.995  -0.035
23 O -2.644 -0.482 0.353  -0.078
24 H -1.530 1.627 2.873  0.083
25 O 3.006 1.508 -0.407  -0.032
26 H -0.987 -2.407 -3.554  0.138
27 H 1.318 2.740 0.880  0.049
28 O 0.362 2.870 0.977  -0.040
29 O -1.901 -3.192 -0.341  -0.022
30 O -1.409 0.439 -2.105  -0.069
31 H 1.059 0.415 3.245  0.014
32 O 0.678 0.194 4.099  -0.028
33 H 1.941 -1.755 0.821  -0.025

Forces on atoms 1 to 3 (eV/Å):
H 0.0 0.2 -0.4
H 0.4 -0.3 -0.1
H 0.0 -0.1 0.0

The calculation puts the frontier orbital gap (spin up / spin down) at 9.35 / 6.70 eV. For the LUMO energy (spin up / spin down), the calculation gives -7.086 / -9.731 eV. The total charge is +2. Its spin multiplicity is 6. As for the energy: -57235.72366 eV.



2.
Molecular formula: H26O13
Method: DFT, ωB97M-V with the def2-TZVPD basis set

Each line ends with the Löwdin charge.
Atoms and positions in Å:
1 O -0.417 -0.644 -0.218  -0.105
2 H -2.228 -0.138 -3.621  0.090
3 O 0.974 3.184 -2.497  -0.071
4 H 0.140 -0.324 5.057  0.021
5 H -0.781 -3.463 1.753  0.042
6 H -2.261 -1.367 -1.287  -0.001
7 O 2.570 3.033 0.603  -0.059
8 H -3.895 -3.330 2.703  0.023
9 H 0.767 2.368 -2.921  -0.019
10 H 3.731 -1.320 0.956  0.006
11 H 3.776 -0.172 -1.683  -0.005
12 O -3.327 2.270 -0.331  -0.028
13 H 2.895 2.776 -0.237  -0.006
14 H -0.051 2.345 1.736  0.046
15 H -0.037 -0.972 0.691  0.116
16 H -0.384 0.331 -0.037  0.063
17 H 0.394 3.033 -1.659  0.085
18 H 2.619 4.006 0.426  0.071
19 H -3.496 2.761 -1.184  0.077
20 H -1.259 3.095 1.865  -0.034
21 O -0.439 3.214 1.520  -0.018
22 O -2.349 -2.171 -0.758  -0.123
23 O -1.297 -4.162 2.213  -0.068
24 H -2.770 1.285 -4.023  -0.010
25 H 4.915 -0.308 -2.534  0.049
26 H 1.326 0.216 -3.510  0.035
27 H -3.372 2.840 0.355  -0.043
28 H 0.095 -0.743 -3.608  -0.026
29 H -1.763 -1.850 0.038  0.047
30 H -3.794 -3.425 1.202  0.080
31 O -2.043 0.728 -4.150  -0.061
32 H 3.835 -1.800 2.403  0.068
33 O 0.912 -0.537 -3.975  -0.023
34 O 4.254 -1.925 1.493  -0.085
35 O -3.472 -2.855 1.984  -0.112
36 O 1.081 -0.476 5.036  -0.062
37 H 1.432 -0.105 5.861  0.042
38 O 4.684 -0.384 -1.595  -0.035
39 H -0.965 -5.011 1.933  0.032

Forces on atoms 1 to 3 (eV/Å):
O 2.0 1.1 3.4
H 0.2 2.5 -1.5
O -1.5 0.0 3.1

The calculation puts the frontier orbital gap at 9.89 eV. For the LUMO energy, the calculation gives -0.542 eV. The energy above the lowest of the compared OMol25 structures with the same formula, charge and spin is 494.3 kJ/mol. As for the energy: -27036.82388 eV.



3.
Molecular formula: C3H7NO
Method: DFT, ωB97M-V with the def2-TZVPD basis set

Each line ends with the Löwdin charge.
Atoms and positions in Å:
1 H -0.399 -0.199 -1.661  0.137
2 H 1.611 -1.260 -0.639  0.118
3 C 1.148 -0.447 -0.084  -0.251
4 H -1.385 1.627 -0.579  0.095
5 C -1.365 -0.225 0.322  -0.156
6 H 1.867 0.709 0.961  0.078
7 H 1.004 -0.790 0.955  0.115
8 H -1.168 -0.587 1.332  0.100
9 C -0.216 -0.064 -0.598  -0.308
10 O 2.036 0.648 0.015  -0.056
11 H -2.328 -0.509 -0.088  0.100
12 N -0.805 1.096 0.063  0.027

Forces on atoms 1 to 3 (eV/Å):
H 0.0 0.1 0.1
H -0.1 -0.1 -0.3
C -0.4 -0.6 0.2

The calculation puts the frontier orbital gap at 10.85 eV. For the LUMO energy, the calculation gives 1.118 eV. The energy above the lowest of the compared OMol25 structures with the same formula, charge and spin is 247.3 kJ/mol. As for the energy: -6760.18747 eV. As for the SMILES: OC[C@H]1CN1.